Molecular formula: C7H12ClGaI2NOPS
Method: DFT, ωB97M-V/def2-TZVPD

Structure (XYZ):
```
27
C7H12ClGaI2NOPS ωB97M-V/def2-TZVPD
I -4.22797 0.05337 -1.42425
I -2.26708 -1.61302 2.12316
Ga -2.09839 -0.73048 -0.16962
P -0.57881 1.21526 -0.50714
C -0.12069 2.36910 0.84003
C 0.92672 1.07518 -1.54057
H -2.02808 1.62262 -2.36801
H -1.15984 3.14057 -1.94754
H -2.52688 2.55929 -0.95458
C -1.65873 2.25429 -1.54815
H 0.71995 0.35178 -2.34230
H 1.18359 2.05063 -1.97849
H 0.06871 3.37418 0.43259
H 0.77231 2.03268 1.37465
H 1.78348 0.70715 -0.96068
H -0.94714 2.43101 1.54916
C 0.08911 0.12694 3.04616
O 0.63442 -0.45644 3.85413
Cl -1.55317 -2.13602 -1.76392
S 3.16628 -2.12417 0.86827
C 2.21067 -3.55155 0.44941
C 0.88434 -3.19091 0.28635
N 0.60665 -1.85144 0.48807
C 1.68782 -1.18297 0.82235
H 2.62324 -4.55664 0.34349
H 0.07919 -3.86129 -0.00154
H 1.73030 -0.10912 1.02895
```

Computed properties:
- Multiplicity: 1
- Energy relative to the best compared isomer or geometry (same formula, charge and spin): 2.2 kcal/mol
- Total charge: +2